--- A ---
The molecule C4H6N2O2. Source: the Open Molecules 2025 dataset; level of theory: ωB97M-V/def2-TZVPD.

Each atom is followed by the atoms it is bonded to, with distances in Å.
Positions of all 14 atoms, in Å:
1 O -0.42 1.73 0.49  C5 1.203
2 O -0.74 -1.74 -0.12  C6 1.209
3 N -0.58 0.61 -1.80  C5 1.812, C8 1.189
4 N -1.81 -0.44 1.41  C6 1.349, H10 1.007, H11 1.008
5 C -0.26 0.65 -0.01  O1 1.203, N3 1.812, C6 1.552, C7 1.895
6 C -0.95 -0.67 0.40  O2 1.209, N4 1.349, C5 1.552
7 C 1.55 0.12 0.01  C5 1.895, H9 1.089, H12 1.091, H13 1.088
8 C 0.55 0.27 -1.90  N3 1.189, H14 1.077
9 H 2.21 0.93 -0.31  C7 1.089
10 H -2.38 -1.20 1.76  N4 1.007
11 H -1.96 0.50 1.75  N4 1.008
12 H 1.53 0.15 1.10  C7 1.091
13 H 1.88 -0.87 -0.28  C7 1.088
14 H 1.39 -0.03 -2.50  C8 1.077

LUMO level	0.2279	eV
molecular weight	114.1	g/mol
HOMO-LUMO gap	9.352	eV

--- B ---
The molecule C4H6N2O2. Source: the Open Molecules 2025 dataset; level of theory: ωB97M-V/def2-TZVPD.

Each atom is followed by the atoms it is bonded to, with distances in Å.
Positions of all 14 atoms, in Å:
1 O -1.08 -0.84 0.84  N4 1.384, C6 1.403
2 O 0.89 -1.13 -0.06  C6 1.449, C8 1.351
3 N 0.34 1.49 -0.98  C5 1.441, C7 1.500, H10 1.110
4 N -0.52 -1.97 1.41  O1 1.384, C8 1.287
5 C 0.45 1.20 0.43  N3 1.441, C6 1.434, H9 1.088, H11 1.094
6 C -0.10 -0.10 0.15  O1 1.403, O2 1.449, C5 1.434, C7 1.479
7 C -0.67 0.39 -1.12  N3 1.500, C6 1.479, H13 1.150, H14 1.135
8 C 0.62 -2.11 0.83  O2 1.351, N4 1.287, H12 1.071
9 H -0.39 1.68 0.91  C5 1.088
10 H -0.09 2.50 -1.16  N3 1.110
11 H 1.45 1.08 0.85  C5 1.094
12 H 1.40 -2.82 0.98  C8 1.071
13 H -1.74 0.80 -0.97  C7 1.150
14 H -0.58 -0.17 -2.10  C7 1.135

SMILES	C1=NOC2(CNC2)O1
LUMO level	0.8452	eV
molecular weight	114.1	g/mol
HOMO-LUMO gap	10.041	eV

--- C ---
The molecule C4H6N2O2. Source: the Open Molecules 2025 dataset; level of theory: ωB97M-V/def2-TZVPD.

Each atom is followed by the atoms it is bonded to, with distances in Å.
Positions of all 14 atoms, in Å:
1 O -0.04 1.10 0.00  C5 1.361, C8 1.473
2 O -0.64 1.79 -2.24  C8 1.398, H10 1.059
3 N 0.01 -1.16 -0.14  C5 1.261, C7 1.401
4 N 0.41 -0.35 1.77  C5 1.262, C6 1.427, H12 1.220
5 C 0.21 -0.12 0.54  O1 1.361, N3 1.261, N4 1.262
6 C 0.30 -1.58 2.49  N4 1.427, H9 1.174, H11 1.209, H13 1.123
7 C -0.10 -0.63 -1.43  N3 1.401, C8 1.422, H14 1.270
8 C -0.08 0.79 -1.44  O1 1.473, O2 1.398, C7 1.422
9 H -0.85 -1.60 2.70  C6 1.174
10 H 0.06 2.59 -2.20  O2 1.059
11 H 0.42 -2.44 1.65  C6 1.209
12 H 0.62 0.67 2.41  N4 1.220
13 H 1.00 -1.37 3.34  C6 1.123
14 H -0.78 -1.13 -2.39  C7 1.270

SMILES	CNc1ncc(O)o1
LUMO level	0.6173	eV
molecular weight	114.1	g/mol
HOMO-LUMO gap	8.182	eV

--- D ---
The molecule C4H6N2O2. Source: the Open Molecules 2025 dataset; level of theory: ωB97M-V/def2-TZVPD.

Each atom is followed by the atoms it is bonded to, with distances in Å.
Positions of all 14 atoms, in Å:
1 O -0.47 0.37 2.60  C7 1.218
2 O -0.66 1.82 0.41  C6 1.357, H10 0.976
3 N 0.45 0.61 -1.91  N4 1.281, C5 1.256
4 N 0.29 0.06 -0.76  N3 1.281, C6 1.273
5 C -0.26 0.60 -2.94  N3 1.256, H9 1.077, H12 1.087
6 C -0.12 0.59 0.33  O2 1.357, N4 1.273, C7 1.478
7 C -0.03 -0.16 1.60  O1 1.218, C6 1.478, C8 1.496
8 C 0.59 -1.52 1.55  C7 1.496, H11 1.086, H13 1.088, H14 1.087
9 H 0.17 1.02 -3.84  C5 1.077
10 H -0.88 1.96 1.35  O2 0.976
11 H 0.65 -1.93 2.56  C8 1.086
12 H -1.27 0.21 -2.99  C5 1.087
13 H -0.02 -2.17 0.93  C8 1.088
14 H 1.57 -1.46 1.11  C8 1.087

SMILES	C=N/N=C(\O)C(C)=O
LUMO level	0.1394	eV
molecular weight	114.1	g/mol
HOMO-LUMO gap	9.220	eV

From most stable to least stable, the computed energies give D, A, B, C.